The following is a DFT calculation (ωB97M-V/def2-TZVPD) of a structure of composition C4H6HgO3 at a distorted geometry.

Last column: Mulliken spin population.
CARTESIAN COORDINATES (ANGSTROEM)
C  0.43349  -0.18853  1.78496  0.112
O  0.31449  -1.43693  1.71818  0.185
Hg  -1.30672  -1.59501  0.23143  0.595
O  -0.89882  0.30874  1.64224  0.091
C  -1.23814  1.51071  2.29500  0.003
H  -2.32879  1.62713  2.36503  0.001
H  -0.82353  1.48476  3.31269  -0.003
H  -0.85111  2.35226  1.70650  0.000
O  0.58166  -0.22616  -0.94181  0.380
C  1.36318  -0.49412  -1.89873  -0.002
C  0.89066  -0.88856  -3.15894  0.577
H  2.44723  -0.35314  -1.76006  0.005
H  1.59268  -1.04960  -3.97654  0.026
H  -0.17626  -1.05154  -3.31993  0.029

Values from the calculation:
Relative energy (zero: lowest compared OMol25 entry of this formula, charge and spin) ... 54.2 kcal/mol
Kohn-Sham gap (spin up / spin down) ... 8.490 / 5.833 eV
Multiplicity ... 3
E_LUMO (spin up / spin down) ... 0.9 / -2.2 eV
<S²> ... 2.0351
Energy ... -14556.9563 eV

---

The following is a DFT calculation (ωB97M-V/def2-TZVPD) of an isolated molecule of C2H7NO2 at a distorted geometry.

Last column: Löwdin charge in e.
CARTESIAN COORDINATES (ANGSTROEM)
C  -1.34321  0.03424  -0.24920  -0.014
C  0.10403  0.36635  -0.09568  -0.699
N  0.76450  -1.03491  0.44386  0.039
O  0.30484  1.30480  0.89101  0.037
O  0.68615  0.67097  -1.30373  0.035
H  -1.55763  -0.46125  -1.19035  0.085
H  -1.96255  0.91341  -0.11356  0.084
H  -1.34132  -0.78534  0.56220  0.107
H  0.58459  -1.27288  1.41341  0.057
H  0.87044  -1.75216  -0.26616  0.058
H  1.24369  1.34131  1.11292  0.107
H  1.64648  0.67545  -1.20472  0.105

Values from the calculation:
SMILES string ... CC(N)(O)O
Relative energy (zero: lowest compared OMol25 entry of this formula, charge and spin) ... 38.4 kcal/mol
Kohn-Sham gap ... 9.908 eV
Multiplicity ... 1
E_LUMO ... 0.7 eV
Energy ... -7771.8610 eV

---

The following is a DFT calculation (ωB97M-V/def2-TZVPD) of a cluster of 2 separate species, C6H11NS in total at a distorted geometry.

Last column: Löwdin charge in e.
CARTESIAN COORDINATES (ANGSTROEM)
C  -0.72888  -1.46504  1.69854  0.053
C  -0.57849  2.54152  -0.34440  -0.031
C  -0.67059  -0.21083  1.23926  -0.170
C  -2.06528  -0.63460  -0.99780  -0.022
C  2.42259  0.62025  -1.21865  -0.511
C  -1.24520  0.23064  -0.00452  -0.276
N  -1.32016  1.55683  -0.16375  0.052
S  2.05410  1.58568  0.33389  0.415
H  -0.26325  -1.81626  2.63505  0.076
H  -1.17050  -2.23607  1.13281  0.035
H  -0.94524  3.56842  -0.13774  0.098
H  0.59017  2.45975  -0.42876  -0.085
H  -0.12196  0.62017  1.76036  0.086
H  -1.31009  -0.93530  -1.81363  0.108
H  -2.94174  -0.11213  -1.44492  0.083
H  -2.50214  -1.56239  -0.51182  0.083
H  1.60485  0.00657  -1.48258  -0.029
H  3.27170  -0.07132  -1.14429  0.020
H  2.49734  1.44662  -1.95648  0.014

Values from the calculation:
Relative energy (zero: lowest compared OMol25 entry of this formula, charge and spin) ... 95.3 kcal/mol
Kohn-Sham gap (spin up / spin down) ... 6.648 / 5.593 eV
Multiplicity ... 1
E_LUMO (spin up / spin down) ... -0.8 / -1.3 eV
Energy ... -18721.3634 eV

---

The following is a DFT calculation (ωB97M-V/def2-TZVPD) of a structure of composition C10H16BCuF4O4P2Se.

Last column: Mulliken spin population.
CARTESIAN COORDINATES (ANGSTROEM)
Cu  0.67778  -0.42702  0.35078  0.423
C  2.49398  2.62420  0.57508  0.005
P  0.86762  1.86688  0.30135  0.304
C  0.13432  2.09913  1.99970  0.082
C  -0.26447  3.00947  -0.54589  -0.002
C  -0.00282  4.37554  -0.57540  -0.012
C  -0.91866  5.24416  -1.14662  0.000
C  -2.09704  4.75138  -1.69000  0.001
C  -2.35139  3.39004  -1.67103  -0.002
C  -1.44017  2.50112  -1.10667  0.002
P  -1.64066  0.67041  -1.10741  0.028
C  -3.42852  0.48417  -0.73493  0.005
C  -1.62117  0.35307  -2.91064  0.008
H  2.49669  3.23136  1.48072  0.004
H  2.78163  3.21243  -0.29309  0.001
H  3.20787  1.80450  0.65829  0.005
H  0.09019  3.16580  2.23852  0.000
H  0.73374  1.58228  2.74843  0.002
H  -0.87380  1.68471  2.03524  -0.002
H  0.91344  4.76434  -0.14835  0.001
H  -0.71271  6.30726  -1.16648  0.000
H  -2.81349  5.42866  -2.13878  0.000
H  -3.26560  3.01497  -2.11655  0.001
H  -4.07904  1.02066  -1.42895  0.002
H  -3.62402  0.82410  0.28205  0.000
H  -3.67345  -0.57780  -0.77982  0.000
H  -2.36842  0.94975  -3.43912  0.001
H  -1.80705  -0.70687  -3.08740  0.000
H  -0.62754  0.58684  -3.28893  0.001
F  -1.70006  -1.11786  1.79562  -0.001
B  -0.79003  -1.30656  2.83873  0.003
F  0.53725  -0.88661  2.28980  0.021
F  -1.05810  -0.47843  3.91135  0.000
F  -0.68513  -2.62890  3.19927  0.000
O  1.53413  1.55252  -1.69128  0.077
Se  2.27528  0.05349  -1.89876  -0.013
O  2.74155  -0.12726  -3.41756  0.004
O  1.03249  -1.00038  -1.48793  0.053
O  3.37645  -0.10780  -0.72159  0.001

Values from the calculation:
Total charge ... -1
Kohn-Sham gap (spin up / spin down) ... 8.184 / 7.028 eV
Multiplicity ... 2
E_LUMO (spin up / spin down) ... 2.7 / 1.2 eV
<S²> ... 0.7559
Energy ... -158936.1086 eV

---

The following is a DFT calculation (ωB97M-V/def2-TZVPD) of a cluster of 2 separate species, C4H11NO2 in total at a distorted geometry.

Last column: Löwdin charge in e.
CARTESIAN COORDINATES (ANGSTROEM)
C  -2.06124  -0.28692  -0.59620  -0.011
C  -0.50923  0.14786  -0.26106  -0.426
O  -0.12299  1.25838  0.10192  0.018
N  0.41236  -0.79338  -0.58755  -0.166
C  1.85248  -0.59842  -0.46192  -0.047
C  0.14555  -1.81475  -1.59220  -0.077
H  -2.49490  -1.04756  0.18783  0.115
H  -2.61780  0.61808  -0.46736  0.042
H  -2.43024  -0.54632  -1.61254  0.070
H  2.24520  -1.55546  -0.25005  0.065
H  2.09667  0.19457  0.27822  0.101
H  2.36900  -0.29798  -1.40830  0.104
H  0.73053  -2.72978  -1.52342  0.085
H  -0.94476  -2.10528  -1.58773  0.084
H  0.29585  -1.44124  -2.61094  0.094
O  0.29772  1.92568  3.06792  -0.094
H  -0.47184  2.52133  3.12358  0.037
H  0.37259  1.78417  2.09309  0.007

Values from the calculation:
SMILES string ... CC(=O)N(C)C.O
Relative energy (zero: lowest compared OMol25 entry of this formula, charge and spin) ... 30.8 kcal/mol
Kohn-Sham gap ... 10.289 eV
Multiplicity ... 1
E_LUMO ... 0.7 eV
Energy ... -9910.9042 eV